<w>
Here is a cluster of 2 separate species, C4H8Si in total from OMol25. Energies are from ωB97M-V/def2-TZVPD.

Cartesian coordinates (Å):
C  0.60656  -2.07507  3.07498
C  0.07969  -1.26780  2.32384
C  0.73330  1.52375  0.38354
C  -0.73135  -1.07582  -1.25678
Si  -0.69981  0.36224  -0.05217
H  0.96997  -2.69783  3.90780
H  1.10204  2.20277  -0.39660
H  0.47911  2.17685  1.30507
H  1.46817  0.82928  0.74383
H  0.24531  -0.96856  -1.74052
H  -0.72534  -1.96816  -0.65405
H  -1.72775  -1.05295  -1.88706
H  -1.93805  0.93109  0.69205

- E_HOMO (eV) = -8.41
- LUMO energy (eV) = -0.79
- HOMO-LUMO gap (eV) = 7.6

<x>
Here is a cluster of 2 separate species, C4H8Si in total from OMol25. Energies are from ωB97M-V/def2-TZVPD.

Cartesian coordinates (Å):
C  2.15441  0.86425  -0.15816
C  1.35734  -0.22286  0.19961
C  1.36602  -0.72495  -1.28425
C  2.64241  -0.05126  -1.07787
H  2.51216  1.68504  0.48240
H  0.74868  -0.32478  -2.10065
H  1.30169  -1.93480  -1.47656
H  3.69764  -0.43323  -0.91537
Si  -2.22391  0.16925  1.09884
H  -1.41714  -0.90855  0.44365
H  -3.28680  -0.30799  2.02169
H  -2.87062  1.10939  0.21384
H  -1.54231  1.15546  1.82244

- SMILES string = C1=C2C[C@@H]12.[SiH4]
- E_HOMO (eV) = -8.96
- LUMO energy (eV) = 0.72
- HOMO-LUMO gap (eV) = 9.7

Decreasing stability: <w>, <x>

<w>
Here is the molecule H5NOSi from OMol25. Energies are from ωB97M-V/def2-TZVPD.

Cartesian coordinates (Å):
N  1.03104  0.02671  -0.38330
Si  -0.38771  -0.03625  0.52220
O  -1.84116  -0.13774  -0.52562
H  1.24166  0.64573  -1.08270
H  1.71936  -0.57926  0.00118
H  -0.54032  -1.17510  1.40195
H  -0.34013  1.31728  1.42604
H  -1.49082  0.29674  -1.30101

- SMILES string = N[SiH2]O
- E_HOMO (eV) = -9.98
- LUMO energy (eV) = 0.77
- HOMO-LUMO gap (eV) = 10.8

<x>
Here is a cluster of 2 separate species, H5NOSi in total from OMol25. Energies are from ωB97M-V/def2-TZVPD.

Cartesian coordinates (Å):
N  -2.09808  0.18458  0.25712
O  -0.63490  0.24748  0.04400
Si  2.92371  -0.17645  0.12454
H  -2.46479  0.95848  -0.24414
H  -2.32251  0.52027  1.17081
H  2.44209  0.55165  -1.02261
H  -0.47474  -0.67032  0.37582
H  2.62922  -1.61569  -0.70556

- E_HOMO (eV) = -8.93
- LUMO energy (eV) = -1.04
- HOMO-LUMO gap (eV) = 7.9

Decreasing stability: <w>, <x>

<w>
Here is the molecule CH5N3O2 from OMol25. Energies are from ωB97M-V/def2-TZVPD.

Cartesian coordinates (Å):
C  -0.94399  -0.92658  0.05983
N  -0.01480  0.12561  -0.21322
N  -0.48897  1.38554  -0.13142
N  1.38003  -0.07488  -0.10428
O  1.76773  -1.25793  -0.09313
O  1.99077  0.93745  0.07123
H  -1.93594  -1.11263  -0.53364
H  -0.28708  -1.75530  -0.21417
H  -1.06787  -0.80326  1.14832
H  -0.01067  1.89501  -0.81718
H  -0.38921  1.58697  0.82766

- SMILES string = CN(N)[N+](=O)[O-]
- E_HOMO (eV) = -9.82
- LUMO energy (eV) = 0.75
- HOMO-LUMO gap (eV) = 10.6

<x>
Here is a structure of composition CH5N3O2 from OMol25. Energies are from ωB97M-V/def2-TZVPD.

Cartesian coordinates (Å):
N  -1.20381  0.08460  -1.34281
C  0.49834  -0.45529  0.67890
N  -0.88981  -0.05984  0.53663
N  1.35790  0.57950  0.48493
O  -0.14069  0.61984  -1.76093
O  0.77895  -1.57773  1.00775
H  -1.18746  -0.94914  -1.53467
H  -1.10029  0.91009  0.73338
H  -1.54417  -0.70529  0.96657
H  1.09840  1.23450  -0.24256
H  2.33262  0.31875  0.47278

- E_HOMO (eV) = -8.60
- LUMO energy (eV) = 0.69
- HOMO-LUMO gap (eV) = 9.3

Decreasing stability: <x>, <w>

<w>
Here is a cluster of 2 separate species, CH2INS2 in total from OMol25. Energies are from ωB97M-V/def2-TZVPD.

Cartesian coordinates (Å):
C  -0.57533  -0.32208  -0.53173
N  0.91632  0.84935  0.36868
S  -0.10593  -1.39102  -1.63850
S  -1.58656  0.22371  0.66729
I  2.64211  -0.21160  0.70183
H  1.14417  1.70894  -0.11202
H  -2.43478  -0.85730  0.54445

- E_HOMO (alpha / beta) (eV) = -8.23 / -8.23
- LUMO energy (alpha / beta) (eV) = -0.98 / -0.98
- HOMO-LUMO gap (alpha / beta) (eV) = 7.2 / 7.3

<x>
Here is a structure of composition CH2INS2 from OMol25. Energies are from ωB97M-V/def2-TZVPD.

Cartesian coordinates (Å):
C  -0.46252  0.82994  0.33631
N  -1.87350  -0.98668  0.71978
S  -1.37055  2.05238  -0.16256
S  1.11927  0.30241  0.52520
I  -3.59561  -0.10025  0.16792
H  -1.66810  -1.81591  0.17272
H  1.64144  1.44522  1.13376

- E_HOMO (alpha / beta) (eV) = -8.22 / -8.22
- LUMO energy (alpha / beta) (eV) = -0.98 / -0.98
- HOMO-LUMO gap (alpha / beta) (eV) = 7.2 / 7.2

Decreasing stability: <w>, <x>

<w>
Here is a structure of composition C2H3NO2S2 from OMol25. Energies are from ωB97M-V/def2-TZVPD.

Cartesian coordinates (Å):
C  -0.90916  -0.74103  -1.14244
C  -0.25524  1.01319  0.58479
N  0.77727  -0.87539  -1.22338
O  0.60269  -1.35586  1.21523
O  2.26099  0.31254  0.45236
S  -1.69712  0.16679  -0.06628
S  1.00165  -0.29840  0.32674
H  -1.40350  -1.34271  -1.86111
H  0.07148  2.00333  0.10981
H  -0.44906  1.11754  1.60427

- E_HOMO (alpha / beta) (eV) = -9.63 / -9.63
- LUMO energy (alpha / beta) (eV) = -1.47 / -1.47
- HOMO-LUMO gap (alpha / beta) (eV) = 8.2 / 8.2

<x>
Here is the molecule C2H3NO2S2 from OMol25. Energies are from ωB97M-V/def2-TZVPD.

Cartesian coordinates (Å):
O  1.73891  -1.38424  -0.01137
S  0.41943  -0.93622  0.34442
O  -0.48440  -2.15819  0.96776
C  -0.46988  -0.19420  -1.16176
S  -0.75695  1.48611  -0.63839
C  0.01442  1.47105  0.94024
N  0.65698  0.41934  1.32594
H  -1.47810  -0.65443  -1.55320
H  0.36539  -0.32924  -1.87542
H  -0.00581  2.28001  1.66177

- SMILES string = O=S1(=O)CSC=N1
- E_HOMO (eV) = -10.22
- LUMO energy (eV) = -0.38
- HOMO-LUMO gap (eV) = 9.8

<y>
Here is a structure of composition C2H3NO2S2 from OMol25. Energies are from ωB97M-V/def2-TZVPD.

Cartesian coordinates (Å):
C  -0.59459  -0.38833  0.17575
C  0.18183  -1.09876  -0.59099
N  -0.08893  -2.14881  -1.47913
O  -1.25214  -2.56619  -1.43087
O  0.80319  -2.76576  -2.06975
S  0.05463  0.87098  1.16495
S  2.37152  -0.79310  -0.04136
H  -1.70668  -0.42731  0.39099
H  -1.16042  1.19420  1.73070
H  2.08628  -1.93084  0.57128

- E_HOMO (eV) = -9.78
- LUMO energy (eV) = -1.01
- HOMO-LUMO gap (eV) = 8.8

Decreasing stability: <x>, <w>, <y>

<w>
Here is a structure of composition C24H29IrN9 from OMol25. Energies are from ωB97M-V/def2-TZVPD.

Cartesian coordinates (Å):
Ir  0.37694  -0.09699  0.92812
C  2.56006  -1.15610  2.84045
N  1.12784  -0.83790  2.89349
C  0.31338  -1.92131  3.46603
C  -1.05102  -1.64529  2.99483
N  -1.27095  -0.74136  2.05068
C  -2.65546  -0.78168  1.79677
C  -3.45021  -0.04598  0.92812
C  -4.79303  -0.35610  0.87853
C  -5.34504  -1.36478  1.68773
C  -4.57284  -2.06585  2.58645
C  -3.22182  -1.73947  2.62881
N  -2.16635  -2.25678  3.37977
C  3.15432  -0.17349  1.92112
N  2.39675  0.49141  1.05035
C  3.28865  1.36582  0.35431
C  3.10720  2.36242  -0.60683
C  4.22898  3.02036  -1.06728
C  5.51437  2.73014  -0.58624
C  5.70397  1.79505  0.40342
C  4.56931  1.13436  0.85551
N  4.42710  0.16851  1.85270
H  2.68141  -2.16682  2.44433
H  3.03501  -1.13137  3.82374
H  0.98288  0.00302  3.45607
H  0.37356  -1.96495  4.55569
H  0.65925  -2.87941  3.07235
H  -3.03206  0.76888  0.35283
H  -5.44685  0.19545  0.21590
H  -6.40165  -1.58375  1.61799
H  -4.99871  -2.83348  3.21864
H  -2.23413  -2.97143  4.09073
H  2.13228  2.63665  -0.97066
H  4.11261  3.78900  -1.81959
H  6.36784  3.25471  -0.99299
H  6.68411  1.59026  0.81321
H  5.17669  -0.20587  2.41857
C  1.56461  0.73765  -4.30070
C  0.94421  1.05772  -2.98631
C  0.05680  2.06302  -2.62679
C  -0.17158  1.92883  -1.25864
N  0.54894  0.88738  -0.80655
N  1.20360  0.36244  -1.86803
C  -1.00489  2.76537  -0.34909
H  1.60887  1.63264  -4.91651
H  0.97111  -0.00239  -4.84041
H  2.57150  0.33721  -4.18506
H  -0.36739  2.80496  -3.28352
H  1.82942  -0.42096  -1.76263
H  -0.43834  3.63661  -0.01346
H  -1.30879  2.20519  0.53508
H  -1.88670  3.13906  -0.86645
C  -2.34420  -2.77688  -2.90333
N  -2.33685  -1.49312  -2.16559
C  -3.43190  -0.54945  -2.45514
C  -1.47707  -1.28036  -1.23106
N  -0.70548  -1.19366  -0.36217
H  -3.23235  -3.34547  -2.63238
H  -1.45648  -3.35504  -2.66184
H  -2.36505  -2.56778  -3.97065
H  -4.37528  -0.95254  -2.09240
H  -3.49217  -0.42056  -3.53423
H  -3.23896  0.41424  -1.99579

- E_HOMO (alpha / beta) (eV) = -17.06 / -17.06
- LUMO energy (alpha / beta) (eV) = -10.29 / -10.29
- total charge = +3
- HOMO-LUMO gap (alpha / beta) (eV) = 6.8 / 6.8

<x>
Here is a structure of composition C24H29IrN9 from OMol25. Energies are from ωB97M-V/def2-TZVPD.

Cartesian coordinates (Å):
Ir  0.01987  0.55490  -0.68651
C  1.25421  2.99991  -1.78439
N  0.03924  2.60138  -1.00238
C  -1.26389  3.06213  -1.58504
C  -2.32388  2.07362  -1.19528
N  -2.00225  0.84194  -0.81122
C  -3.20175  0.16673  -0.56340
C  -3.46266  -1.13878  -0.14661
C  -4.78766  -1.49177  0.01112
C  -5.83049  -0.58597  -0.24820
C  -5.58279  0.70205  -0.67362
C  -4.24594  1.05459  -0.81981
N  -3.64531  2.24779  -1.22091
C  2.32449  1.98193  -1.51340
N  2.02144  0.77445  -1.03378
C  3.23268  0.10181  -0.83371
C  3.51378  -1.16264  -0.32384
C  4.84119  -1.53156  -0.27046
C  5.86619  -0.67701  -0.71303
C  5.59880  0.57900  -1.21451
C  4.25888  0.94625  -1.25585
N  3.63762  2.12644  -1.67256
H  1.57813  4.00677  -1.51629
H  0.99621  3.00857  -2.84486
H  0.11671  3.00232  -0.06750
H  -1.16814  3.09387  -2.67189
H  -1.50284  4.07131  -1.24650
H  -2.66971  -1.85868  0.01271
H  -5.03720  -2.49514  0.32809
H  -6.85312  -0.91197  -0.11850
H  -6.38725  1.39444  -0.88127
H  -4.12952  3.09240  -1.49093
H  2.72829  -1.81800  0.02202
H  5.10976  -2.50276  0.12195
H  6.89181  -1.01410  -0.65459
H  6.38902  1.23556  -1.55193
H  4.10600  2.94220  -2.04188
C  -2.01017  -0.02230  4.23930
C  -1.01165  0.48826  3.26301
C  0.11195  1.27619  3.43245
C  0.68762  1.45322  2.17726
N  -0.06314  0.79854  1.26824
N  -1.08582  0.21809  1.95052
C  1.92909  2.22392  1.87528
H  -1.72249  0.26874  5.24589
H  -2.07473  -1.10997  4.20226
H  -2.99928  0.38877  4.03377
H  0.48597  1.66904  4.36283
H  -1.79709  -0.30423  1.45999
H  2.52962  2.29313  2.77983
H  1.70701  3.25496  1.58350
H  2.53769  1.74214  1.11441
C  -0.62166  -4.60183  -1.77180
N  0.21694  -3.87639  -0.79336
C  1.11851  -4.66153  0.07417
C  0.09088  -2.60639  -0.63743
N  -0.02816  -1.45735  -0.50395
H  0.02504  -5.25495  -2.35333
H  -1.10716  -3.89181  -2.43574
H  -1.36936  -5.19525  -1.24835
H  1.72009  -5.31210  -0.55679
H  0.53081  -5.26235  0.76619
H  1.76958  -3.99251  0.63062

- E_HOMO (eV) = -16.93
- LUMO energy (eV) = -10.04
- total charge = +3
- HOMO-LUMO gap (eV) = 6.9

Decreasing stability: <x>, <w>